The following is a DFT calculation (ωB97M-V with the def2-TZVPD basis set) of a 2-piece molecular cluster, C4H7O2 overall in a non-equilibrium geometry.

Atoms and positions in Å:
C: -1.13696 -1.35283 0.32138
C: -0.39486 -0.41710 0.95473
C: 0.41928 -0.68755 -1.07706
C: 1.55258 0.92819 0.21396
O: -0.55087 -1.57541 -0.83900
O: 0.67980 -0.00146 0.05725
H: -1.96896 -1.97538 0.73438
H: -0.32420 0.14883 1.95850
H: 0.89229 -0.53849 -1.94552
H: -1.33010 1.25197 -0.15173
H: 2.35369 0.92672 -0.39909
H: -1.50636 1.56158 -0.79971
H: 1.31467 1.73092 0.97191

The highest occupied orbital energy (alpha / beta) comes out at -12.958 / -13.766 eV. The charge is +1. The energy above the lowest of the compared OMol25 structures with the same formula, charge and spin is 749.4 kJ/mol.

Results of the Mulliken charge analysis, in e, for atoms 1 through 8:
1. C 0.0985
2. C -0.4230
3. C -0.0782
4. C -0.2491
5. O -0.2327
6. O 0.0554
7. H 0.3804
8. H 0.3453

***

The following is a DFT calculation (ωB97M-V with the def2-TZVPD basis set) of one molecule with the formula C4H7O2P in a non-equilibrium geometry.

Atoms and positions in Å:
C: -0.49238 -0.88328 -0.12425
C: 0.77116 -0.47384 -0.32507
C: -1.58905 -0.04545 0.71477
C: -1.68016 1.02270 -0.22225
O: 3.07685 0.65684 -0.47699
O: -0.91469 1.92142 -0.32494
P: 1.74171 0.74700 0.47163
H: -0.91704 -1.90477 -0.49309
H: 1.35076 -1.28773 -0.80927
H: -2.52372 -0.62310 0.94839
H: -1.10748 0.39039 1.57272
H: -2.41499 0.87227 -1.05125
H: 3.82022 0.65922 0.12123
H: 1.08604 1.82632 -0.30084

The highest occupied orbital energy comes out at -8.818 eV. The charge is 0. The energy above the lowest of the compared OMol25 structures with the same formula, charge and spin is 234.1 kJ/mol. As for the SMILES: O=CC/C=C\PO.

Results of the Mulliken charge analysis, in e, for atoms 1 through 8:
1. C -0.4136
2. C -0.1358
3. C -0.5161
4. C 0.0885
5. O -0.4725
6. O -0.4657
7. P 0.0136
8. H 0.2692

***

The following is a DFT calculation (ωB97M-V with the def2-TZVPD basis set) of one molecule with the formula C4H7O2P in a non-equilibrium geometry.

Atoms and positions in Å:
C: -0.10477 -0.20161 -2.55283
C: -0.85507 -0.13140 -1.59827
C: 0.54039 1.41677 0.95113
C: -1.53952 -0.33803 -0.34376
O: 1.86301 -0.79702 0.14183
O: -0.78871 -1.09511 0.65148
P: 0.53143 -0.30338 1.19406
H: 0.59372 -0.46584 -3.28186
H: -0.43954 1.87014 1.31343
H: 1.33313 1.88940 1.56010
H: -2.29442 -1.05524 -0.48109
H: -1.81290 0.52579 0.21625
H: 2.10050 0.10288 0.07497
H: 0.87275 -1.41734 2.15455

The highest occupied orbital energy comes out at -8.799 eV. The charge is 0. The energy above the lowest of the compared OMol25 structures with the same formula, charge and spin is 428.4 kJ/mol. As for the SMILES: C#CCO[P@H](=C)O.

Results of the Mulliken charge analysis, in e, for atoms 1 through 8:
1. C -0.0500
2. C -0.0893
3. C -1.0467
4. C -0.6777
5. O -0.4923
6. O -0.3500
7. P 0.7205
8. H 0.4074